{
  "formula": "C22H35BrO2P2Pt",
  "method": "ωB97M-V/def2-TZVPD",
  "energy_ha": -4385.41649,
  "lumo_energy_ha": [-0.0005, -0.0441],
  "orbital_gap_ev": [6.02, 5.02],
  "multiplicity": 3,
  "charge": 0,
  "e_above_lowest_kj_mol": 237.15,
  "homo_ev": [-6.03, -6.22],
  "species": ["P", "P", "C", "C", "H", "H", "H", "H", "C", "H", "H", "H", "C", "H", "H", "H", "C", "H", "H", "H", "C", "H", "H", "H", "Pt", "C", "C", "C", "C", "C", "C", "C", "C", "C", "H", "H", "H", "H", "H", "H", "H", "H", "H", "H", "H", "H", "H", "H", "H", "Br", "C", "C", "C", "C", "C", "C", "C", "O", "O", "H", "H", "H", "H"],
  "positions_angstrom": [[-0.194, -1.717, -4.842], [0.058, 1.894, -4.953], [-0.597, -0.618, -6.249], [0.339, 0.582, -6.356], [-1.657, -0.314, -6.156], [-0.511, -1.231, -7.164], [1.408, 0.302, -6.438], [0.072, 1.137, -7.272], [-1.302, 2.806, -5.885], [-1.665, 3.635, -5.266], [-2.148, 2.168, -6.181], [-0.843, 3.209, -6.801], [1.384, 3.023, -5.564], [1.063, 3.407, -6.541], [2.321, 2.473, -5.691], [1.512, 3.858, -4.870], [-1.314, -3.106, -5.097], [-1.299, -3.838, -4.286], [-1.009, -3.608, -6.019], [-2.347, -2.765, -5.232], [1.475, -2.340, -5.138], [2.173, -1.506, -5.271], [1.501, -2.953, -6.043], [1.805, -2.944, -4.286], [0.683, -1.717, -0.518], [0.205, 2.617, -2.986], [-1.164, 2.617, -2.572], [-2.128, 1.639, -3.078], [-1.859, 0.132, -2.833], [-0.723, -0.664, -3.443], [0.745, -0.518, -3.398], [1.738, 0.577, -3.236], [1.285, 1.768, -2.353], [0.344, -3.109, 0.830], [0.634, 3.647, -3.029], [-1.497, 3.294, -1.792], [-2.342, 1.685, -4.156], [-3.070, 1.844, -2.549], [-1.794, 0.002, -1.731], [-2.799, -0.382, -3.117], [-0.946, -1.626, -2.890], [1.170, -1.381, -2.773], [2.102, 0.959, -4.219], [2.629, 0.191, -2.691], [0.997, 1.456, -1.347], [2.168, 2.402, -2.201], [1.195, -3.101, 1.530], [0.220, -4.086, 0.362], [-0.576, -2.789, 1.335], [1.427, 3.156, 1.092], [0.489, 2.346, 2.514], [0.506, 2.938, 3.780], [-0.321, 2.476, 4.805], [-1.244, 1.457, 4.534], [-1.280, 0.866, 3.279], [-0.357, 1.237, 2.302], [-0.452, 0.553, 0.950], [-1.556, 0.527, 0.385], [0.676, 0.075, 0.505], [1.178, 3.777, 3.963], [-0.258, 2.931, 5.789], [-1.940, 1.133, 5.298], [-2.036, 0.126, 3.004]],
  "mulliken_charge": [1.0317, 1.4591, -0.9617, -1.6017, 0.3942, 0.6450, 0.4607, 0.5716, -1.6432, 0.3384, 0.4161, 0.5995, -1.5436, 0.4498, 0.4019, 0.3655, -1.3526, 0.4327, 0.4472, 0.3973, -1.4605, 0.4273, 0.4389, 0.4316, 0.3557, -0.5098, -1.0810, -1.0073, -0.5003, 0.7583, -1.8446, -1.4936, 0.2649, -0.9220, 0.7845, 0.4407, 0.2663, 0.5184, 0.0812, 0.5082, 0.5259, 1.1500, 0.1455, 0.6577, -0.5893, 0.5174, 0.2554, 0.2939, 0.2018, -0.1394, -0.1011, -0.4196, -0.5663, -0.4873, -0.4322, 0.6846, 0.6179, -0.7266, -0.8285, 0.3669, 0.3657, 0.3669, 0.3758]
}

{
  "formula": "C54H36O36",
  "method": "ωB97M-V/def2-TZVPD",
  "energy_ha": -4787.89512,
  "lumo_energy_ha": -0.0637,
  "orbital_gap_ev": 7.87,
  "charge": 0,
  "e_above_lowest_kj_mol": 31.41,
  "homo_ev": -9.61,
  "smiles": "O=C1C=C(O)C(=O)C=C1O.O=C1C=C(O)C(=O)C=C1O.O=C1C=C(O)C(=O)C=C1O.O=C1C=C(O)C(=O)C=C1O.O=C1C=C(O)C(=O)C=C1O.O=C1C=C(O)C(=O)C=C1O.O=C1C=C(O)C(=O)C=C1O.O=C1C=C(O)C(=O)C=C1O.O=C1C=C(O)C(=O)C=C1O",
  "species": ["O", "C", "C", "C", "O", "C", "O", "C", "C", "O", "H", "H", "H", "H", "O", "C", "C", "C", "O", "C", "O", "C", "C", "O", "H", "H", "H", "H", "O", "C", "C", "C", "O", "C", "O", "C", "C", "O", "H", "H", "H", "H", "O", "C", "C", "C", "O", "C", "O", "C", "C", "O", "H", "H", "H", "H", "O", "C", "C", "C", "O", "C", "O", "C", "C", "O", "H", "H", "H", "H", "O", "C", "C", "C", "O", "C", "O", "C", "C", "O", "H", "H", "H", "H", "O", "C", "C", "C", "O", "C", "O", "C", "C", "O", "H", "H", "H", "H", "O", "C", "C", "C", "O", "C", "O", "C", "C", "O", "H", "H", "H", "H", "O", "C", "C", "C", "O", "C", "O", "C", "C", "O", "H", "H", "H", "H"],
  "positions_angstrom": [[-8.321, -1.199, 29.139], [-9.492, -0.978, 28.860], [-10.659, -1.620, 29.457], [-11.761, -1.521, 28.733], [-12.846, -2.273, 29.000], [-11.855, -0.650, 27.482], [-12.846, -0.819, 26.844], [-10.801, 0.326, 27.064], [-9.662, 0.068, 27.742], [-8.557, 0.648, 27.380], [-10.671, -2.316, 30.323], [-13.485, -1.980, 28.348], [-10.995, 0.951, 26.180], [-7.827, 0.322, 27.920], [-11.842, 0.939, 23.917], [-11.554, 0.116, 23.048], [-10.528, 0.449, 22.075], [-10.411, -0.362, 21.065], [-9.478, -0.288, 20.091], [-11.332, -1.613, 20.967], [-11.166, -2.384, 19.990], [-12.352, -1.867, 21.928], [-12.419, -1.042, 22.998], [-13.380, -1.188, 23.928], [-10.103, 1.403, 22.307], [-9.347, -1.090, 19.581], [-13.071, -2.672, 21.735], [-13.245, -0.511, 24.634], [-4.104, -1.189, 18.354], [-4.012, -1.478, 17.166], [-5.005, -2.285, 16.504], [-4.761, -2.613, 15.239], [-5.492, -3.354, 14.466], [-3.436, -2.232, 14.613], [-3.330, -2.555, 13.435], [-2.360, -1.583, 15.322], [-2.656, -1.198, 16.526], [-1.810, -0.641, 17.327], [-5.953, -2.451, 17.001], [-4.938, -3.585, 13.700], [-1.393, -1.492, 14.827], [-2.260, -0.586, 18.183], [-6.907, -2.526, 25.916], [-7.819, -3.295, 25.992], [-9.104, -3.007, 25.178], [-10.162, -3.809, 25.359], [-11.355, -3.520, 24.751], [-10.142, -4.891, 26.402], [-11.122, -5.545, 26.617], [-8.934, -5.161, 27.182], [-7.810, -4.444, 27.040], [-6.741, -4.524, 27.851], [-9.062, -2.183, 24.462], [-11.964, -4.254, 24.698], [-8.942, -6.060, 27.783], [-6.171, -3.744, 27.695], [-3.459, -1.192, 22.705], [-3.591, -2.394, 22.784], [-4.369, -2.948, 23.843], [-4.102, -4.241, 24.142], [-4.690, -4.914, 25.172], [-3.349, -5.113, 23.226], [-3.230, -6.258, 23.594], [-2.659, -4.574, 22.067], [-2.746, -3.254, 21.887], [-2.230, -2.540, 20.920], [-4.822, -2.249, 24.525], [-4.324, -5.799, 25.104], [-2.042, -5.204, 21.503], [-2.661, -1.682, 21.046], [-1.610, -1.691, 25.267], [-2.501, -1.285, 25.969], [-3.239, -2.153, 26.805], [-4.290, -1.603, 27.453], [-5.069, -2.236, 28.293], [-4.664, -0.114, 27.318], [-5.744, 0.130, 27.879], [-3.912, 0.856, 26.560], [-2.942, 0.245, 25.817], [-2.286, 0.825, 24.854], [-2.968, -3.213, 26.787], [-5.823, -1.627, 28.482], [-4.281, 1.848, 26.357], [-1.680, 0.091, 24.420], [-7.494, 4.600, 23.536], [-6.655, 5.489, 23.535], [-6.306, 6.303, 22.378], [-5.429, 7.293, 22.505], [-5.056, 8.168, 21.506], [-4.731, 7.493, 23.839], [-3.914, 8.423, 23.877], [-5.015, 6.625, 25.006], [-5.917, 5.633, 24.854], [-6.295, 4.796, 25.785], [-6.794, 5.947, 21.484], [-4.400, 8.837, 21.856], [-4.526, 6.919, 25.977], [-6.814, 4.076, 25.337], [-5.841, -3.674, 20.811], [-6.546, -4.370, 20.094], [-6.396, -5.832, 20.138], [-7.295, -6.531, 19.396], [-7.343, -7.814, 19.180], [-8.497, -5.828, 18.798], [-9.307, -6.549, 18.241], [-8.643, -4.449, 18.856], [-7.701, -3.673, 19.382], [-7.771, -2.371, 19.498], [-5.629, -6.329, 20.734], [-8.185, -7.918, 18.642], [-9.450, -4.098, 18.211], [-6.982, -2.017, 19.952], [-4.665, 1.650, 21.233], [-5.323, 1.047, 22.028], [-5.491, 1.705, 23.390], [-6.509, 1.228, 24.177], [-6.692, 1.765, 25.370], [-7.326, 0.123, 23.755], [-8.268, -0.176, 24.467], [-7.196, -0.505, 22.489], [-6.145, -0.110, 21.736], [-5.867, -0.729, 20.529], [-4.876, 2.549, 23.730], [-7.429, 1.359, 25.816], [-7.886, -1.281, 22.225], [-5.093, -0.327, 20.069]],
  "mulliken_charge": [-0.6514, 1.0939, -0.9479, 0.0226, -0.5839, 1.0177, -0.6890, -0.4634, 0.1496, -0.2950, 0.4098, 0.3438, 0.4094, 0.1462, -0.7327, 1.2692, -0.8497, 0.2069, -0.5796, 0.7386, -0.6604, -0.5466, 0.1068, -0.6196, 0.6450, 0.2540, 0.4882, 0.3283, -0.5202, 0.8278, -1.0235, 0.3741, -0.5397, 0.9281, -0.6566, -0.8311, 0.0942, -0.5936, 0.5937, 0.3841, 0.4624, 0.3379, 0.8646, 0.2565, -0.2858, 0.3672, -0.3889, 0.6371, -0.6206, -0.9434, 0.0637, -0.6601, 0.0001, 0.2683, 0.4887, 0.1649, -0.7941, 1.2605, 0.2211, -0.5832, -0.4665, 1.0943, -0.6952, -1.2117, -0.0871, -0.6864, 0.6052, 0.3476, 0.6252, 0.3640, -0.6731, 0.5788, -0.9308, 0.8805, -0.7485, 0.9346, -0.7764, -0.7652, 0.1259, -0.6318, 0.4767, 0.2678, 0.5408, 0.4681, -0.5924, 1.0406, -1.1417, 0.5002, -0.5905, 1.0115, -0.6432, -0.7940, 0.3676, -0.5692, 0.4160, 0.3716, 0.3679, 0.2164, 0.1143, 0.6320, -1.3203, -0.0540, -0.6094, 1.1166, -0.6841, -0.5660, 0.3367, -0.1705, 0.5118, 0.4091, 0.4537, -0.0084, -0.6443, 0.5857, 0.2553, -1.1571, -0.3994, 0.9794, -0.1465, -0.8234, -0.1414, -0.5363, 0.7180, -0.1071, 1.2025, 0.2905]
}

{
  "formula": "C25H66Cl9F3O31P7S",
  "method": "ωB97M-V/def2-TZVPD",
  "energy_ha": -10554.25958,
  "lumo_energy_ha": 0.0740,
  "orbital_gap_ev": 9.57,
  "charge": -1,
  "homo_ev": -7.56,
  "species": ["C", "F", "F", "F", "S", "O", "O", "O", "C", "O", "P", "O", "O", "C", "O", "C", "H", "H", "H", "H", "H", "H", "H", "H", "H", "C", "O", "P", "O", "O", "C", "O", "C", "H", "H", "H", "H", "H", "H", "H", "H", "H", "C", "O", "P", "O", "O", "C", "O", "C", "H", "H", "H", "H", "H", "H", "H", "H", "H", "C", "O", "P", "O", "O", "C", "O", "C", "H", "H", "H", "H", "H", "H", "H", "H", "H", "C", "O", "P", "O", "O", "C", "O", "C", "H", "H", "H", "H", "H", "H", "H", "H", "H", "C", "O", "P", "O", "O", "C", "O", "C", "H", "H", "H", "H", "H", "H", "H", "H", "H", "C", "O", "P", "O", "O", "C", "O", "C", "H", "H", "H", "H", "H", "H", "H", "H", "H", "C", "Cl", "Cl", "Cl", "H", "C", "Cl", "Cl", "Cl", "H", "C", "Cl", "Cl", "Cl", "H"],
  "positions_angstrom": [[-8.216, 18.715, -9.082], [-6.881, 18.839, -9.043], [-8.536, 18.301, -10.283], [-8.529, 17.740, -8.306], [-9.064, 20.405, -8.672], [-8.517, 20.748, -7.329], [-8.673, 21.419, -9.700], [-10.550, 20.218, -8.612], [-16.182, 21.699, -10.146], [-15.525, 22.301, -11.213], [-13.847, 22.332, -11.377], [-13.414, 23.186, -12.519], [-13.388, 22.810, -9.942], [-12.189, 23.495, -9.731], [-13.448, 20.761, -11.409], [-12.317, 20.307, -12.175], [-17.165, 22.161, -10.050], [-15.629, 21.704, -9.207], [-16.348, 20.639, -10.340], [-12.328, 23.866, -8.715], [-11.957, 24.252, -10.481], [-11.297, 22.871, -9.774], [-11.395, 20.531, -11.638], [-12.383, 20.870, -13.106], [-12.384, 19.229, -12.320], [-7.544, 15.340, -6.328], [-8.152, 15.349, -5.077], [-9.795, 15.425, -5.104], [-10.486, 14.413, -5.939], [-10.098, 16.990, -5.471], [-11.457, 17.409, -5.748], [-10.254, 15.437, -3.574], [-11.409, 14.722, -3.114], [-6.762, 16.100, -6.339], [-8.170, 15.520, -7.201], [-7.030, 14.390, -6.475], [-11.967, 17.146, -4.821], [-11.999, 16.847, -6.508], [-11.581, 18.479, -5.915], [-11.044, 14.203, -2.227], [-11.878, 14.037, -3.820], [-12.262, 15.323, -2.800], [-6.001, 18.830, -6.075], [-5.402, 18.018, -5.062], [-5.313, 18.547, -3.529], [-5.408, 20.028, -3.331], [-3.963, 17.893, -2.898], [-3.480, 18.340, -1.666], [-6.503, 17.678, -2.772], [-7.818, 18.049, -2.892], [-5.392, 18.774, -6.977], [-6.046, 19.898, -5.860], [-7.044, 18.614, -6.307], [-2.436, 18.645, -1.732], [-3.551, 17.550, -0.919], [-4.083, 19.130, -1.217], [-7.893, 18.850, -3.627], [-8.171, 18.415, -1.927], [-8.388, 17.168, -3.187], [-7.842, 27.988, -11.651], [-8.034, 26.663, -11.160], [-9.499, 25.956, -11.204], [-10.742, 26.744, -11.105], [-9.388, 25.130, -12.635], [-10.574, 24.591, -13.301], [-9.374, 24.745, -10.117], [-8.720, 24.950, -8.855], [-8.667, 28.482, -12.163], [-7.021, 28.039, -12.365], [-7.431, 28.526, -10.796], [-10.643, 23.503, -13.319], [-10.666, 24.938, -14.330], [-11.498, 24.871, -12.796], [-8.095, 24.063, -8.745], [-9.365, 25.060, -7.984], [-8.091, 25.838, -8.790], [-13.935, 20.130, -7.009], [-14.409, 18.779, -6.802], [-14.843, 17.885, -8.101], [-15.530, 18.662, -9.185], [-13.490, 17.050, -8.480], [-12.416, 17.716, -9.173], [-15.834, 16.761, -7.454], [-15.562, 16.160, -6.202], [-14.610, 20.923, -6.690], [-13.717, 20.403, -8.042], [-13.010, 20.195, -6.437], [-12.589, 18.782, -9.322], [-12.197, 17.231, -10.124], [-11.522, 17.544, -8.575], [-14.802, 16.697, -5.634], [-15.169, 15.170, -6.435], [-16.426, 15.970, -5.566], [-6.570, 15.229, -10.288], [-5.197, 15.592, -10.423], [-4.371, 16.201, -9.161], [-4.974, 15.989, -7.804], [-2.830, 15.543, -9.280], [-2.482, 14.325, -8.657], [-4.175, 17.729, -9.750], [-3.519, 18.701, -8.942], [-6.797, 14.883, -9.280], [-6.745, 14.459, -11.039], [-7.223, 16.079, -10.487], [-3.357, 13.733, -8.391], [-2.027, 14.559, -7.694], [-1.842, 13.718, -9.297], [-4.118, 19.606, -8.843], [-2.494, 18.985, -9.180], [-3.423, 18.340, -7.918], [-6.931, 19.603, -16.025], [-6.087, 18.419, -16.017], [-4.763, 18.235, -15.132], [-3.920, 17.013, -15.387], [-3.961, 19.595, -15.471], [-2.623, 19.680, -15.023], [-5.257, 18.515, -13.607], [-5.831, 17.581, -12.696], [-6.933, 19.812, -17.095], [-6.358, 20.359, -15.489], [-7.890, 19.279, -15.621], [-2.576, 20.536, -14.350], [-1.957, 19.715, -15.885], [-2.320, 18.723, -14.598], [-5.006, 17.086, -12.186], [-6.491, 16.757, -12.967], [-6.308, 18.082, -11.853], [-10.501, 22.648, -5.372], [-12.055, 23.643, -5.367], [-10.636, 21.082, -4.468], [-9.099, 23.549, -4.666], [-10.318, 22.379, -6.412], [-7.429, 22.510, -12.309], [-6.395, 21.142, -12.050], [-7.911, 22.595, -14.011], [-6.612, 23.960, -11.734], [-8.358, 22.412, -11.746], [-5.838, 22.883, -6.310], [-6.262, 24.557, -6.553], [-4.403, 22.598, -5.267], [-5.553, 22.189, -7.903], [-6.711, 22.377, -5.899]],
  "mulliken_charge": [-0.1812, 0.0456, -0.2253, -0.0499, 0.3166, -0.2176, -0.2737, -0.1303, -0.4411, -0.4401, 0.7218, -0.7485, -0.1494, -0.4833, -0.0777, -0.6725, 0.3551, 0.0868, 0.2402, 0.2633, 0.3862, 0.1105, 0.1474, 0.4649, 0.2207, -0.5140, -0.3097, 0.8097, -0.8118, 0.3605, -0.7888, -0.3503, -0.8360, 0.1566, 0.2227, 0.3596, 0.3283, 0.5149, -0.0940, 0.2654, 0.3545, 0.3004, 0.4189, 0.2643, 0.5692, -0.6082, -0.3079, -0.7927, -0.3400, -0.2126, -0.3679, -0.0861, 0.0753, 0.2557, 0.2952, 0.3349, 0.1240, 0.3410, -0.0281, -0.8266, -0.2241, 0.4595, -0.7534, -0.1343, -0.7125, 0.4109, -0.7622, 0.3258, 0.2939, 0.2866, 0.1976, 0.3377, 0.3415, 0.0994, 0.3321, 0.4137, 0.1546, -0.3653, 1.0880, -0.6382, -0.4058, 0.2914, -0.4078, -0.5776, 0.3441, -0.1881, -0.0685, -0.1663, 0.3787, -0.2576, 0.2153, 0.2661, 0.2822, -0.3278, -0.3093, 0.7166, -0.3258, -0.3580, -0.6947, -0.0854, -0.7718, 0.1700, 0.3503, -0.0203, 0.2927, 0.2881, 0.2593, 0.0744, 0.3603, 0.3470, -0.4873, -0.4476, 0.6672, -0.7280, -0.2932, -0.7413, 0.3294, -0.5919, 0.3042, 0.2500, 0.2236, 0.2329, 0.2590, 0.3513, 0.3255, 0.3740, -0.0247, 0.8625, -0.1620, -0.0901, -0.1257, -0.6128, 1.2312, -0.1121, -0.2211, -0.1272, -0.7199, 0.5648, -0.1383, -0.1356, -0.1062, -0.2790]
}